1.
This record from OMol25 describes F4N2O8S4Sn as an isolated structure in a non-equilibrium geometry. The level of theory is ωB97M-V/def2-TZVPD.

Geometry as ORCA input:
```
! wB97M-V def2-TZVPD RIJCOSX def2/J DEFGRID3
* xyz 0 1
Sn -3.1353 3.1114 1.4584
S -3.0004 -3.3773 2.8552
S -1.1675 -3.1758 1.3971
S 3.1185 2.6240 -1.3884
S 1.8574 3.0981 -3.1946
F 0.5458 4.0663 -3.5150
F -4.2765 -2.4409 3.2623
F 2.7554 2.0700 0.0659
F -0.7259 -2.2553 0.1140
O 2.9375 3.9636 -3.6544
O -0.0355 -3.0015 2.2815
O -2.3752 -3.4000 4.2075
O 1.6686 1.9053 -4.0152
O -1.2643 -4.3870 0.6789
O 4.0399 3.7156 -1.1071
O 3.6039 1.3769 -1.8862
O -3.6019 -4.6160 2.3535
N 1.5530 3.0622 -1.7818
N -2.4976 -2.3397 1.8685
*
```

Properties
Energy relative to the best compared isomer or geometry (same formula, charge and spin)   198.59 kcal/mol
LUMO level   -7.826 eV
HOMO-LUMO gap   1.93 eV
Strongest force on any atom   13.04 eV/Å

Results of the Mulliken charge analysis, in e, for atoms 1 through 6: Sn 1.2345; S 1.0603; S 1.1138; S 1.1035; S 1.0773; F -0.3438


2.
This record from OMol25 describes CH5N3O as an isolated structure in a non-equilibrium geometry. The level of theory is ωB97M-V/def2-TZVPD.

Geometry as ORCA input:
```
! wB97M-V def2-TZVPD RIJCOSX def2/J DEFGRID3
* xyz 0 1
O -2.1378 -0.0780 -0.0807
N -0.1427 1.3697 -0.0138
N 1.2845 -0.4981 0.0805
N -0.9469 -0.7997 -0.0490
C 0.1256 0.1444 -0.0615
H 1.4449 -1.5156 -0.5785
H -0.9396 -1.3359 0.7767
H 2.4288 -0.0157 -0.2494
H -1.9355 0.8553 0.0423
H 0.8186 1.8736 0.1336
*
```

Properties
Energy relative to the best compared isomer or geometry (same formula, charge and spin)   76.84 kcal/mol
LUMO level   0.313 eV
HOMO-LUMO gap   9.54 eV
Strongest force on any atom   10.10 eV/Å

Results of the Mulliken charge analysis, in e, for atoms 1 through 6: O -0.4503; N -0.6790; N -0.6081; N -0.2617; C 0.4898; H 0.3315


3.
This record from OMol25 describes a 2-piece molecular cluster, C2 overall in a non-equilibrium geometry. The level of theory is ωB97M-V/def2-TZVPD.

Geometry as ORCA input:
```
! wB97M-V def2-TZVPD RIJCOSX def2/J DEFGRID3
* xyz 0 1
C 0.0000 0.0000 -1.4009
C 0.0000 0.0000 1.4009
*
```

Properties
Energy relative to the best compared isomer or geometry (same formula, charge and spin)   182.95 kcal/mol
LUMO level   -2.591 eV
HOMO-LUMO gap   5.38 eV
Strongest force on any atom   3.86 eV/Å

Calculated atomic charges, method Mulliken, unit e: C 0.0000; C 0.0000